Entry 1:
# C14H16

A 2-piece molecular cluster, C14H16 overall (ωB97M-V with the def2-TZVPD basis set, the Open Molecules 2025 dataset).

CARTESIAN COORDINATES (ANGSTROEM)
C1 -4.2936 1.6784 -2.4629
C2 -1.9867 0.7162 -1.8370
C3 -2.9745 1.6779 -1.6868
C4 -0.8206 0.8024 -1.0748
C5 -2.8079 2.7282 -0.7406
C6 -0.6370 1.8608 -0.2179
C7 -1.6973 2.7373 0.0948
H1 -2.2146 -0.1067 -2.5021
H2 -0.0238 0.0687 -1.0982
H3 -4.7628 0.7076 -2.3630
H4 -3.9695 1.8503 -3.4928
H5 -3.5864 3.4732 -0.7060
H6 0.1307 1.8376 0.5499
H7 -1.4535 3.5251 0.7923
H8 -4.9155 2.5030 -2.1371
C8 4.3921 -1.1914 0.4714
C9 0.8832 -2.6288 0.7505
C10 2.1033 -2.2661 0.1900
C11 0.5454 -2.2804 2.0304
C12 3.0393 -1.5562 0.9429
C13 1.4602 -1.5512 2.7942
C14 2.6035 -1.0662 2.1955
H9 0.2147 -3.1622 0.0815
H10 2.2916 -2.6226 -0.8154
H11 -0.4077 -2.4458 2.5201
H12 1.2457 -1.4572 3.8517
H13 4.6154 -1.6449 -0.4979
H14 5.1176 -1.6419 1.1628
H15 3.2261 -0.4030 2.7867
H16 4.6826 -0.1423 0.4178

Cartesian forces (eV/Å) of the 6 atoms listed first:
1.9 -0.1 -0.2
-0.4 0.1 0.2
-0.6 1.3 1.0
0.3 -0.1 -0.4
0.3 -1.1 -0.2
-1.3 -0.1 2.2

Values from the calculation:
M	184.3	g mol⁻¹
net charge	0
HOMO-LUMO gap	9.80	eV

Entry 2:
# C6H10O

One molecule with the formula C6H10O (ωB97M-V with the def2-TZVPD basis set, the Open Molecules 2025 dataset).

CARTESIAN COORDINATES (ANGSTROEM)
C1 -1.2211 -1.4727 -1.3564
O1 -1.1071 -0.6971 -0.1762
C2 -0.5743 0.5861 -0.4620
C3 -0.2188 1.3522 0.8078
C4 0.7344 0.3803 1.5153
C5 1.5377 -0.0855 0.2758
C6 0.8751 0.4868 -0.9454
H1 -1.5844 -2.4622 -1.0684
H2 -0.2538 -1.5892 -1.8674
H3 -1.9266 -1.0201 -2.0685
H4 -1.2580 1.1247 -1.1347
H5 -1.0408 1.8000 1.3655
H6 1.3660 0.8731 2.2593
H7 0.1931 -0.4329 2.0073
H8 2.6062 0.1444 0.3205
H9 1.4639 -1.1716 0.0907
H10 0.4086 2.1838 0.4368

Cartesian forces (eV/Å) of the 6 atoms listed first:
0.0 -0.2 -0.2
0.0 0.1 0.1
0.1 0.2 -0.1
-0.1 0.1 0.0
0.0 0.0 0.0
0.1 0.1 -0.1

Values from the calculation:
M	98.1	g mol⁻¹
net charge	0
HOMO-LUMO gap	8.31	eV

Entry 3:
# C4H12N3

An isolated ion of composition C4H12N3 and charge +1 (ωB97M-V with the def2-TZVPD basis set, the Open Molecules 2025 dataset).

CARTESIAN COORDINATES (ANGSTROEM)
C1 -1.1362 -0.8109 1.1808
C2 -0.6686 0.3819 0.4690
C3 -0.4126 0.3417 -0.9199
C4 0.9808 -0.4573 -1.1261
N1 2.1467 0.0958 -0.4615
N2 -0.2977 1.6022 -1.6517
N3 -0.2139 -1.3491 2.1742
H1 -2.0140 -0.4231 1.7255
H2 -1.5250 -1.5789 0.5075
H3 -0.9500 1.3261 0.9316
H4 2.5841 0.8250 -1.0094
H5 1.1515 -0.4285 -2.1963
H6 0.8751 -1.4962 -0.8206
H7 1.9328 0.5009 0.4352
H8 -1.1486 -0.3112 -1.4085
H9 -0.2308 2.3829 -0.9936
H10 -1.1730 1.7715 -2.1389
H11 -0.6206 -1.4233 3.0963
H12 0.7201 -0.9495 2.2065

Cartesian forces (eV/Å) of the 6 atoms listed first:
-0.1 -0.4 0.5
-2.6 -0.5 -0.6
0.7 1.3 -0.6
1.4 -0.7 0.5
-0.8 0.3 -0.5
-0.6 0.2 0.8

Values from the calculation:
M	102.2	g mol⁻¹
net charge	+1
HOMO-LUMO gap	6.68	eV

Entry 4:
# C21H57AlF3O14

C21H57AlF3O14 as an isolated structure (ωB97M-V with the def2-TZVPD basis set, the Open Molecules 2025 dataset).

CARTESIAN COORDINATES (ANGSTROEM)
C1 0.1000 -5.3913 -2.5098
C2 -1.1362 -4.6949 -3.0823
O1 -2.1667 -4.5715 -2.1139
C3 -2.0299 -3.4724 -1.3064
O2 -1.8718 -2.4038 -1.7290
C4 -2.1524 -3.7681 0.1560
C5 -1.4655 -2.7108 1.0361
C6 -0.7059 -3.3456 2.2218
C7 0.4089 -2.3804 2.6373
C8 1.0313 -2.5953 4.0403
O3 2.1850 -1.7711 4.0823
Al1 1.5443 -0.2678 3.2921
C9 2.5313 0.4015 1.6310
C10 4.0018 0.0730 1.6573
O4 4.8180 0.6122 0.5808
C11 4.3878 0.2429 -0.6932
C12 4.0183 1.5073 -1.4487
F1 3.8820 1.3067 -2.7519
F2 2.9706 2.1279 -0.9971
F3 5.0300 2.3592 -1.3382
O5 0.0124 -1.0458 2.6088
H1 0.6869 -5.8444 -3.3014
H2 -0.2241 -6.1582 -1.8104
H3 0.7032 -4.6600 -1.9771
H4 -1.5109 -5.3155 -3.8925
H5 -0.8603 -3.7440 -3.5300
H6 -1.8384 -4.7814 0.3919
H7 -3.2171 -3.7067 0.3674
H8 -2.1546 -1.9865 1.4434
H9 -0.7184 -2.1993 0.4358
H10 -1.3975 -3.5388 3.0435
H11 -0.2445 -4.2694 1.8703
H12 1.2649 -2.6002 1.9622
H13 0.2834 -2.1318 4.7118
H14 1.1471 -3.6191 4.4088
H15 1.0569 0.9112 4.2455
H16 2.0473 -0.1146 0.7965
H17 2.3339 1.4661 1.5419
H18 4.4127 0.5193 2.5608
H19 4.1683 -0.9994 1.7730
H20 3.5951 -0.4998 -0.7006
H21 5.2531 -0.1636 -1.2244
C13 2.2849 4.0993 -4.3505
O6 3.4724 4.3084 -3.6019
H22 2.2108 4.8796 -5.1054
H23 2.3147 3.1232 -4.8423
H24 1.4132 4.1526 -3.6913
H25 3.5121 3.6073 -2.9416
C14 3.3496 3.8275 3.6539
O7 3.2114 2.4586 4.0005
H26 2.3688 4.2006 3.3672
H27 3.7172 4.4067 4.5073
H28 4.0372 3.9442 2.8102
H29 4.0831 2.1336 4.2529
C15 -0.8615 6.0164 -2.7739
O8 -1.2556 4.7643 -2.2188
H30 -1.7595 6.5684 -3.0440
H31 -0.2948 6.5904 -2.0371
H32 -0.2545 5.8604 -3.6689
H33 -0.4526 4.2866 -1.9828
C16 -4.0936 3.2295 -3.9835
O9 -4.5237 4.5880 -4.0183
H34 -4.7406 2.6520 -4.6399
H35 -3.0622 3.1554 -4.3331
H36 -4.1671 2.8391 -2.9667
H37 -3.9385 5.0810 -3.4318
C17 -5.7783 -6.0574 1.8905
O10 -4.9232 -5.1195 1.2501
H38 -5.3972 -6.2294 2.8940
H39 -6.7975 -5.6658 1.9577
H40 -5.7871 -7.0050 1.3442
H41 -5.2666 -4.9726 0.3621
C18 -7.3460 6.7780 -2.3896
O11 -6.6673 7.7730 -3.1489
H42 -8.1392 7.2639 -1.8261
H43 -7.7819 6.0302 -3.0561
H44 -6.6543 6.2954 -1.6953
H45 -5.9699 7.3273 -3.6426
C19 -6.0929 -1.9835 -0.4193
O12 -4.6952 -1.7528 -0.3357
H46 -6.4862 -2.0423 0.5930
H47 -6.5884 -1.1641 -0.9482
H48 -6.2990 -2.9266 -0.9382
H49 -4.3517 -1.7033 -1.2350
C20 2.3647 -0.8005 7.4700
O13 3.5135 -1.0364 6.6761
H50 2.6514 -0.8860 8.5184
H51 1.9691 0.2030 7.2878
H52 1.5897 -1.5409 7.2493
H53 3.2303 -0.9554 5.7530
C21 8.4300 -1.0657 -1.7868
O14 7.3087 -1.9360 -1.8977
H54 8.7893 -1.1095 -0.7622
H55 9.2301 -1.3835 -2.4616
H56 8.1419 -0.0374 -2.0202
H57 6.9962 -1.8895 -2.8073

Cartesian forces (eV/Å) of the 6 atoms listed first:
-0.5 0.5 0.3
0.5 -0.7 -0.8
0.2 -0.3 0.0
-0.6 -2.8 2.1
0.6 3.6 -1.9
-0.5 0.3 0.4

Values from the calculation:
M	617.6	g mol⁻¹
net charge	-1
HOMO-LUMO gap	7.06	eV